A structure of composition C2HBrI4S at a distorted geometry, computed with wB97M-V/def2-TZVPD.

Each line ends with the natural charge from an NBO analysis.
Positions of all 9 atoms, in Å:
C -0.6807 -0.4574 0.3875  -0.66
C 0.5946 0.2840 0.3975  -0.50
S 1.2712 0.1624 -1.8533  0.03
Br -0.3189 1.1433 -2.8813  -0.04
I -1.5838 -0.4172 2.3773  0.17
I -0.4755 -2.4928 -0.2899  0.20
I 0.3755 2.3669 0.7353  0.28
I 2.2243 -0.6157 1.3952  0.28
H -1.4068 0.0265 -0.2684  0.25

Summary:
F_max in eV/Å: 2.8
Charge: 0
Energy relative to the best compared isomer or geometry (same formula, charge and spin) in kcal per mole: 10.8
Electronic energy in Ha: -4239.72673
HOMO energy in Ha: -0.3232